Formula: C4H14NO2
Source: the Open Molecules 2025 dataset
Level of theory: the ωB97M-V functional and the def2-TZVPD basis

Each line ends with the Löwdin charge.
Element x y z (Å)
C (0.48642, -2.65583, -1.15488)  -0.08
C (0.69706, -1.23402, -0.60075)  -0.23
C (-0.63463, -0.63860, -0.22572)  -0.14
C (-1.27824, 1.32742, 1.14972)  0.16
N (-0.48754, 0.73356, 0.35040)  0.04
H (1.43821, -3.03907, -1.50035)  0.08
H (-0.25240, -2.62845, -1.93929)  0.08
H (0.17608, -3.32379, -0.36652)  0.08
H (1.12986, -0.63850, -1.40271)  0.12
H (1.34118, -1.23941, 0.27610)  0.09
H (-1.21443, -1.19570, 0.50727)  0.14
H (-1.28004, -0.47832, -1.07958)  0.14
H (-2.13818, 0.81087, 1.55544)  0.13
H (-1.08306, 2.34894, 1.41166)  0.12
H (0.44529, 1.15371, 0.31966)  0.16
H (2.49921, -0.34679, 2.25937)  0.06
H (1.75410, 0.76982, 2.99767)  0.06
O (1.71154, 0.21671, 2.21004)  -0.05
H (-1.54487, 2.78079, -1.88689)  0.05
H (-0.96970, 4.11208, -1.47430)  0.05
O (-0.79587, 3.16457, -1.40636)  -0.06

Values from the calculation:
Charge: +1
Frontier orbital gap in eV: 10.809
Relative energy (zero: lowest compared OMol25 entry of this formula, charge and spin) in eV: 1.500